Record 1
Here is a structure of composition C3H4NO2 from OMol25. Energies are from ωB97M-V with the def2-TZVPD basis set.

XYZ file:
```
10
Properties=species:S:1:pos:R:3
C 0.61 -0.71 -0.56
C -0.57 0.13 -0.82
C -0.43 0.59 0.61
N 0.68 -0.29 0.84
O 1.66 -1.80 -1.57
O 1.29 -0.46 1.83
H -0.46 0.99 -1.43
H -1.32 -0.49 -1.16
H -0.18 1.65 0.84
H -1.28 0.40 1.41
```

## Properties
Net charge ... +1
Strongest force on any atom ... 6.2 eV Å⁻¹
Multiplicity ... 1
Orbital gap (spin up / spin down) ... 8.97 / 8.91 eV
Energy above the lowest of the compared OMol25 structures with the same formula, charge and spin ... 9.3635 eV


Record 2
Here is a structure of composition C3H4NO2S from OMol25. Energies are from ωB97M-V with the def2-TZVPD basis set.

XYZ file:
```
11
Properties=species:S:1:pos:R:3
C -0.52 -0.94 -3.32
C 0.53 0.37 1.70
C -0.52 0.04 0.99
N -0.46 -1.22 -2.22
O 1.10 -2.39 -0.15
O -1.39 -2.58 -0.03
S -0.22 -1.80 -0.02
H -0.45 -0.96 -4.38
H 0.55 1.34 2.13
H 1.56 -0.03 1.53
H -1.63 0.02 1.03
```

## Properties
Net charge ... +1
Strongest force on any atom ... 4.9 eV Å⁻¹
Multiplicity ... 3
Orbital gap (spin up / spin down) ... 7.10 / 6.37 eV
Expectation value of S² ... 2.01
Energy above the lowest of the compared OMol25 structures with the same formula, charge and spin ... 0.0672 eV


Record 3
Here is a cluster of 2 separate species, C3H4NO3 in total from OMol25. Energies are from ωB97M-V with the def2-TZVPD basis set.

XYZ file:
```
11
Properties=species:S:1:pos:R:3
C 1.54 -0.63 -0.69
C -2.13 -0.14 -0.27
C -0.01 0.06 0.82
N 0.73 -0.90 0.27
O -1.70 0.44 -1.21
O -2.91 -0.76 0.40
O 0.13 1.49 0.58
H 2.11 -1.48 -0.96
H 1.79 0.37 -1.02
H -0.56 -0.14 1.78
H 1.01 1.68 0.29
```

## Properties
Net charge ... -1
Strongest force on any atom ... 2.7 eV Å⁻¹
Multiplicity ... 1
Orbital gap (spin up / spin down) ... 5.72 / 5.72 eV
Energy above the lowest of the compared OMol25 structures with the same formula, charge and spin ... 3.6181 eV


Record 4
Here is the ion C3H4NS3 with charge -1 from OMol25. Energies are from ωB97M-V with the def2-TZVPD basis set.

XYZ file:
```
11
Properties=species:S:1:pos:R:3
C -1.24 -0.06 -0.28
C 1.14 -0.79 -0.54
C -1.03 0.91 0.90
N -0.34 -0.74 -0.88
S -2.85 0.11 -0.78
S 1.72 -1.65 0.73
S 2.30 -0.32 -1.81
H -1.66 1.72 0.78
H -1.30 0.39 1.86
H 0.06 1.17 1.03
H 3.19 -0.75 -1.01
```

## Properties
Net charge ... -1
Strongest force on any atom ... 5.4 eV Å⁻¹
Multiplicity ... 1
Orbital gap ... 6.42 eV
SMILES ... CC(=S)/N=C(\[S-])S
Energy above the lowest of the compared OMol25 structures with the same formula, charge and spin ... 0.5980 eV


Record 5
Here is a structure of composition C3H4NdO4 from OMol25. Energies are from ωB97M-V with the def2-TZVPD basis set.

XYZ file:
```
12
Properties=species:S:1:pos:R:3
C 2.08 -1.21 0.95
C 1.13 -0.09 1.35
O 1.73 1.12 0.89
C 2.80 0.90 0.17
O 1.58 -2.03 0.01
O 3.50 1.79 -0.29
O 3.07 -0.37 0.02
Nd 3.91 4.47 -0.75
H 2.69 -1.67 1.74
H 1.01 -0.01 2.43
H 0.16 -0.21 0.86
H 2.02 -1.62 -0.88
```

## Properties
Net charge ... +2
Strongest force on any atom ... 3.8 eV Å⁻¹
Multiplicity ... 5
Orbital gap (spin up / spin down) ... 7.46 / 7.58 eV
Expectation value of S² ... 6.00
Energy above the lowest of the compared OMol25 structures with the same formula, charge and spin ... 0.5994 eV


Record 6
Here is an isolated molecule of C3H4O from OMol25. Energies are from ωB97M-V with the def2-TZVPD basis set.

XYZ file:
```
8
Properties=species:S:1:pos:R:3
C 1.53 -0.44 0.06
C 0.61 0.58 -0.07
C -0.82 0.43 0.16
H 2.58 -0.12 -0.15
H 1.37 -1.62 0.30
H 1.19 1.55 -0.42
H -1.40 1.43 0.35
O -1.45 -0.58 -0.13
```

## Properties
Strongest force on any atom ... 4.2 eV Å⁻¹
Multiplicity ... 1
Orbital gap ... 10.04 eV
SMILES ... C=CC=O
Energy above the lowest of the compared OMol25 structures with the same formula, charge and spin ... 0.9294 eV


Record 7
Here is an isolated molecule of C3H4O from OMol25. Energies are from ωB97M-V with the def2-TZVPD basis set.

XYZ file:
```
8
Properties=species:S:1:pos:R:3
C 0.53 0.03 0.39
C 1.77 0.78 0.20
C -0.91 0.03 -0.27
O 1.65 -0.42 -0.35
H 0.54 -0.39 1.36
H -1.41 0.94 -0.12
H -1.30 -0.94 0.06
H -0.87 -0.03 -1.28
```

## Properties
Strongest force on any atom ... 4.1 eV Å⁻¹
Multiplicity ... 1
Orbital gap ... 10.35 eV
Energy above the lowest of the compared OMol25 structures with the same formula, charge and spin ... 2.9916 eV


Record 8
Here is an isolated molecule of C3H4O from OMol25. Energies are from ωB97M-V with the def2-TZVPD basis set.

XYZ file:
```
8
Properties=species:S:1:pos:R:3
C -1.41 0.55 -0.07
C -0.11 0.37 0.18
C 1.11 -0.36 0.05
O -2.04 -0.55 -0.02
H -1.91 1.52 -0.12
H 1.03 -1.18 -0.66
H 1.50 -0.70 1.02
H 1.83 0.35 -0.38
```

## Properties
Strongest force on any atom ... 2.9 eV Å⁻¹
Multiplicity ... 3
Orbital gap (spin up / spin down) ... 9.26 / 9.00 eV
Expectation value of S² ... 2.03
Energy above the lowest of the compared OMol25 structures with the same formula, charge and spin ... 0.0000 eV


Record 9
Here is an isolated molecule of C3H4O2 from OMol25. Energies are from ωB97M-V with the def2-TZVPD basis set.

XYZ file:
```
9
Properties=species:S:1:pos:R:3
C 1.72 0.08 -0.22
C 0.71 0.97 -0.09
C -1.16 -0.59 0.07
O 2.67 -0.68 -0.17
O -0.64 0.70 -0.28
H 0.80 2.00 0.16
H -0.48 -1.31 -0.26
H -2.20 -0.42 -0.36
H -1.42 -0.76 1.15
```

## Properties
Strongest force on any atom ... 4.7 eV Å⁻¹
Multiplicity ... 1
Orbital gap ... 8.68 eV
SMILES ... COC=C=O
Energy above the lowest of the compared OMol25 structures with the same formula, charge and spin ... 2.8704 eV


Record 10
Here is an isolated molecule of C3H4O2 from OMol25. Energies are from ωB97M-V with the def2-TZVPD basis set.

XYZ file:
```
9
Properties=species:S:1:pos:R:3
C 0.34 0.03 -0.61
C 0.39 -0.08 0.94
C -0.59 0.60 1.45
O -0.66 -0.25 -1.19
O -1.54 1.05 1.94
H 1.06 -0.81 -1.02
H 0.90 0.98 -0.79
H 0.44 -1.11 1.32
H -0.33 -0.41 -2.05
```

## Properties
Strongest force on any atom ... 16.6 eV Å⁻¹
Multiplicity ... 1
Orbital gap ... 9.78 eV
SMILES ... O=C=CCO
Energy above the lowest of the compared OMol25 structures with the same formula, charge and spin ... 3.7357 eV


Record 11
Here is a cluster of 2 separate species, C3H4O2 in total from OMol25. Energies are from ωB97M-V with the def2-TZVPD basis set.

XYZ file:
```
9
Properties=species:S:1:pos:R:3
C -2.12 0.10 -0.57
C -1.46 -0.33 0.38
C 1.26 -0.33 0.39
O 1.81 -0.93 -0.59
O 1.37 1.04 0.38
H -2.51 0.27 -1.55
H -1.54 -0.77 1.50
H 2.44 -0.42 -1.07
H 0.75 1.38 1.13
```

## Properties
Strongest force on any atom ... 3.6 eV Å⁻¹
Multiplicity ... 1
Orbital gap ... 9.39 eV
Energy above the lowest of the compared OMol25 structures with the same formula, charge and spin ... 5.0140 eV


Record 12
Here is an isolated molecule of C3H4O2 from OMol25. Energies are from ωB97M-V with the def2-TZVPD basis set.

XYZ file:
```
9
Properties=species:S:1:pos:R:3
C -0.82 0.00 0.21
C -1.17 -1.38 0.43
C 0.62 0.17 -0.18
O 1.37 -0.71 -0.50
O 1.00 1.46 -0.11
H -1.46 0.31 -0.62
H -1.10 0.65 1.04
H -0.36 -2.05 0.09
H 1.93 1.56 -0.36
```

## Properties
Strongest force on any atom ... 1.4 eV Å⁻¹
Multiplicity ... 1
Orbital gap (spin up / spin down) ... 8.57 / 8.56 eV
Energy above the lowest of the compared OMol25 structures with the same formula, charge and spin ... 3.6457 eV


Record 13
Here is an isolated molecule of C3H4O2 from OMol25. Energies are from ωB97M-V with the def2-TZVPD basis set.

XYZ file:
```
9
Properties=species:S:1:pos:R:3
C 0.44 -0.10 -0.09
C 1.93 0.03 0.05
C -0.56 -1.01 0.06
O 2.92 -0.67 -0.06
O -1.85 -0.72 -0.06
H 0.06 0.90 -0.30
H 2.11 1.11 0.26
H -0.41 -2.05 0.31
H -1.98 0.22 -0.27
```

## Properties
Strongest force on any atom ... 2.0 eV Å⁻¹
Multiplicity ... 1
Orbital gap ... 10.05 eV
SMILES ... O=C/C=C/O
Energy above the lowest of the compared OMol25 structures with the same formula, charge and spin ... 1.5170 eV


Record 14
Here is a cluster of 2 separate species, C3H4O2 in total from OMol25. Energies are from ωB97M-V with the def2-TZVPD basis set.

XYZ file:
```
9
Properties=species:S:1:pos:R:3
O -0.90 -2.52 -1.42
C 0.13 -2.04 -1.39
C 0.18 0.07 0.84
C 0.11 1.27 0.01
O -0.77 0.19 -0.20
H 0.99 -0.65 0.67
H -0.24 0.07 1.84
H 0.85 1.43 -0.77
H -0.35 2.17 0.42
```

## Properties
Strongest force on any atom ... 1.4 eV Å⁻¹
Multiplicity ... 1
Orbital gap ... 11.76 eV
Energy above the lowest of the compared OMol25 structures with the same formula, charge and spin ... 1.8150 eV


Record 15
Here is an isolated molecule of C3H4O2 from OMol25. Energies are from ωB97M-V with the def2-TZVPD basis set.

XYZ file:
```
9
Properties=species:S:1:pos:R:3
O -2.34 0.49 -0.37
O 0.90 1.30 -0.19
C -1.33 -0.18 -0.22
C 1.28 -0.07 -0.23
C -0.05 0.46 0.37
H -1.34 -1.27 -0.26
H 2.00 -0.49 0.52
H 1.13 -0.69 -1.15
H -0.25 0.45 1.53
```

## Properties
Strongest force on any atom ... 4.1 eV Å⁻¹
Multiplicity ... 1
Orbital gap ... 10.41 eV
SMILES ... O=C[C@H]1CO1
Energy above the lowest of the compared OMol25 structures with the same formula, charge and spin ... 2.8710 eV


Record 16
Here is a cluster of 2 separate species, C3H4O2 in total from OMol25. Energies are from ωB97M-V with the def2-TZVPD basis set.

XYZ file:
```
9
Properties=species:S:1:pos:R:3
O 1.15 1.70 0.00
C 0.19 1.06 0.58
C 1.47 0.33 0.38
O -0.78 -1.50 -0.81
C -1.65 -0.76 -0.42
H 2.19 0.25 1.19
H 1.57 -0.35 -0.46
H -2.06 0.06 -1.05
H -2.11 -0.86 0.58
```

## Properties
Strongest force on any atom ... 0.5 eV Å⁻¹
Multiplicity ... 1
Orbital gap ... 10.36 eV
Energy above the lowest of the compared OMol25 structures with the same formula, charge and spin ... 4.4700 eV


Record 17
Here is an isolated molecule of C3H4O2 from OMol25. Energies are from ωB97M-V with the def2-TZVPD basis set.

XYZ file:
```
9
Properties=species:S:1:pos:R:3
O -0.71 1.47 0.00
C 0.20 0.55 0.51
C -0.38 -0.79 0.45
C 0.47 -0.44 -0.65
O 0.75 -1.61 0.15
H 0.99 0.95 1.12
H -1.40 -1.12 0.59
H -1.02 0.97 -0.79
H 1.10 0.02 -1.37
```

## Properties
Strongest force on any atom ... 1.5 eV Å⁻¹
Multiplicity ... 1
Orbital gap ... 10.17 eV
SMILES ... O[C@@H]1[C@H]2O[C@@H]12
Energy above the lowest of the compared OMol25 structures with the same formula, charge and spin ... 4.8810 eV


Record 18
Here is an isolated molecule of C3H4O2 from OMol25. Energies are from ωB97M-V with the def2-TZVPD basis set.

XYZ file:
```
9
Properties=species:S:1:pos:R:3
C -1.59 -0.99 0.08
C -0.87 0.06 0.02
C 1.40 0.51 -0.02
O -2.42 0.21 -0.09
O 0.05 0.97 0.07
H -1.84 -2.01 0.05
H 1.98 1.11 0.68
H 1.78 0.68 -1.03
H 1.49 -0.54 0.24
```

## Properties
Strongest force on any atom ... 2.3 eV Å⁻¹
Multiplicity ... 1
Orbital gap ... 8.48 eV
SMILES ... COC1=CO1
Energy above the lowest of the compared OMol25 structures with the same formula, charge and spin ... 4.9764 eV


Record 19
Here is an isolated molecule of C3H4O2 from OMol25. Energies are from ωB97M-V with the def2-TZVPD basis set.

XYZ file:
```
9
Properties=species:S:1:pos:R:3
C 0.20 -0.26 -0.74
C 0.11 -0.43 0.57
C -0.38 0.61 1.39
O -0.98 1.68 3.56
O -0.54 0.58 2.66
H 0.79 -0.94 -1.28
H -0.36 0.53 -1.10
H 0.53 -1.19 1.13
H -0.68 1.65 0.94
```

## Properties
Strongest force on any atom ... 7.8 eV Å⁻¹
Multiplicity ... 3
Orbital gap (spin up / spin down) ... 7.36 / 7.95 eV
Expectation value of S² ... 2.03
Energy above the lowest of the compared OMol25 structures with the same formula, charge and spin ... 3.3498 eV


Record 20
Here is a structure of composition C3H4O2Pb from OMol25. Energies are from ωB97M-V with the def2-TZVPD basis set.

XYZ file:
```
10
Properties=species:S:1:pos:R:3
C 1.61 0.63 -0.26
O -1.17 -0.81 -0.94
C -1.02 -0.37 0.46
C 0.17 0.43 0.65
O 0.90 1.78 -0.06
Pb 0.61 -0.68 -2.15
H -2.04 -0.56 -1.26
H -0.97 -1.27 1.09
H 1.81 -0.03 0.82
H 0.10 0.88 1.65
```

## Properties
Strongest force on any atom ... 4.4 eV Å⁻¹
Multiplicity ... 1
Orbital gap (spin up / spin down) ... 5.14 / 4.28 eV
Energy above the lowest of the compared OMol25 structures with the same formula, charge and spin ... 3.2140 eV